Entry a
ORCA calculation (ωB97M-V/def2-TZVPD) on a molecular structure, CHBrCl2S.

Computed properties:
* E_HOMO (alpha / beta): -0.3366 / -0.3373 Ha

Geometry as XYZ:
```
6
Properties=species:S:1:pos:R:3:lowdin_charge:R:1
C -0.596 -0.305 -0.136 -1.811
S 1.622 1.200 -0.299 0.321
Cl -0.221 -1.174 1.280 0.576
Cl -0.674 -1.139 -1.532 0.625
Br -2.038 0.992 -0.057 0.598
H 1.907 0.425 0.745 -0.308
```

=====

Entry b
ORCA calculation (ωB97M-V/def2-TZVPD) on 2 unconnected molecules or ions with the total composition CHBrCl2S.

Computed properties:
* structure (SMILES): S=C(Cl)Br.Cl
* E_HOMO: -0.3494 Ha

Geometry as XYZ:
```
6
Properties=species:S:1:pos:R:3:lowdin_charge:R:1
C -0.804 0.989 -0.978 -1.779
S 0.220 -0.006 -1.706 0.603
Cl 1.426 -1.642 1.552 0.269
Cl -2.499 0.800 -0.926 0.564
Br -0.214 2.562 -0.047 0.597
H 1.870 -2.702 2.105 -0.254
```

=====

Stability, highest: entry b

=====

Entry a
ORCA calculation (ωB97M-V/def2-TZVPD) on a single C13H16N6O4 molecule.

Computed properties:
* structure (SMILES): CCOc1nc(NCCO)nc(Nc2ccc([N+](=O)[O-])cc2)n1
* E_HOMO: -0.3253 Ha

Geometry as XYZ:
```
39
Properties=species:S:1:pos:R:3:lowdin_charge:R:1
C -1.514 2.253 -4.091 -0.069
C -0.179 1.537 -4.246 -0.232
H -0.327 0.452 -4.235 0.112
H 0.315 1.836 -5.173 0.122
O 0.740 1.899 -3.221 0.015
C 0.590 1.338 -2.036 -0.413
N 1.460 1.727 -1.116 0.211
C 1.319 1.153 0.076 -0.381
N 2.135 1.521 1.073 0.064
H 2.041 1.006 1.935 0.146
C 3.276 2.378 0.895 -0.174
H 3.298 3.116 1.705 0.123
H 3.151 2.890 -0.061 0.116
C 4.594 1.584 0.886 -0.264
O 5.714 2.409 0.709 -0.059
H 5.740 3.065 1.415 0.087
H 4.680 1.003 1.819 0.117
H 4.599 0.890 0.043 0.124
N 0.385 0.237 0.382 0.179
C -0.426 -0.075 -0.612 -0.355
N -0.374 0.443 -1.842 0.189
N -1.425 -0.992 -0.456 0.135
C -1.811 -1.728 0.637 -0.216
C -1.177 -1.632 1.881 -0.002
C -1.613 -2.395 2.939 0.015
C -2.689 -3.265 2.774 -0.166
C -3.329 -3.370 1.542 0.006
C -2.893 -2.608 0.485 -0.010
H -3.386 -2.684 -0.473 0.113
H -4.160 -4.051 1.438 0.120
N -3.140 -4.056 3.877 -0.369
O -4.082 -4.802 3.694 0.072
O -2.556 -3.938 4.937 0.073
H -1.136 -2.334 3.904 0.120
H -0.348 -0.953 1.984 0.082
H -1.954 -1.130 -1.309 0.150
H -1.360 3.329 -4.066 0.078
H -2.160 2.006 -4.929 0.076
H -1.996 1.944 -3.167 0.062
```

=====

Entry b
ORCA calculation (ωB97M-V/def2-TZVPD) on a single C13H16N6O4 molecule.

Computed properties:
* structure (SMILES): CN1N=C(N)c2cn([C@@H]3O[C@H](CO)[C@@H](O)[C@H]3O)c3ncnc1c23
* E_HOMO: -0.2756 Ha

Geometry as XYZ:
```
39
Properties=species:S:1:pos:R:3:lowdin_charge:R:1
C 2.842 -4.351 -2.181 -0.026
N 2.265 -3.376 -1.293 -0.123
C 1.725 -2.222 -1.725 -0.215
N 1.630 -1.784 -2.993 0.135
C 1.052 -0.599 -3.156 -0.199
N 0.540 0.249 -2.273 0.117
C 0.636 -0.191 -0.998 -0.200
C 1.221 -1.414 -0.718 -0.055
C 1.204 -1.658 0.674 -0.074
C 0.601 -0.549 1.219 0.038
N 0.258 0.329 0.202 0.053
C -0.353 1.618 0.351 -0.230
O -0.965 1.741 1.600 -0.016
C -1.851 2.845 1.498 -0.239
C -2.900 2.774 2.599 -0.204
O -2.315 3.186 3.810 -0.043
H -2.964 3.104 4.517 0.091
H -3.268 1.742 2.669 0.134
H -3.729 3.440 2.321 0.133
H -1.288 3.783 1.613 0.169
C -2.439 2.803 0.062 -0.261
O -2.492 4.074 -0.507 0.003
H -1.958 4.042 -1.317 0.092
H -3.453 2.381 0.085 0.156
C -1.479 1.851 -0.692 -0.246
O -1.026 2.438 -1.869 -0.032
H -0.419 1.789 -2.297 0.065
H -1.974 0.889 -0.889 0.167
H 0.413 2.409 0.211 0.190
H 0.361 -0.282 2.227 0.125
C 1.816 -2.936 0.973 -0.335
N 2.307 -3.693 0.035 0.135
N 1.844 -3.417 2.250 0.135
H 1.798 -2.744 2.995 0.096
H 2.422 -4.227 2.402 0.099
H 0.985 -0.270 -4.185 0.113
H 2.743 -3.967 -3.194 0.078
H 2.318 -5.303 -2.085 0.087
H 3.894 -4.504 -1.938 0.087
```

=====

Stability, highest: entry b

=====

Entry a
ORCA calculation (ωB97M-V/def2-TZVPD) on a single C3H5FN2S2 molecule.

Computed properties:
* structure (SMILES): NC(N)=C(F)C(=S)S
* E_HOMO: -0.2926 Ha

Geometry as XYZ:
```
13
Properties=species:S:1:pos:R:3:lowdin_charge:R:1
C 1.678 0.072 0.008 -0.384
C 0.423 -0.533 0.067 -0.360
C -0.818 0.101 0.018 -1.067
H 2.662 1.836 -0.192 0.120
H 0.928 1.924 -0.013 -0.067
H 3.575 -0.225 0.290 0.093
H 2.781 -1.691 0.171 0.140
H -1.661 -2.092 0.194 -0.119
N 1.783 1.385 -0.017 0.148
N 2.784 -0.681 -0.082 0.163
F 0.563 -1.883 -0.003 -0.006
S -2.257 -0.899 -0.036 0.772
S -1.057 1.801 0.019 0.566
```

=====

Entry b
ORCA calculation (ωB97M-V/def2-TZVPD) on 2 unconnected molecules or ions with the total composition C3H5FN2S2.

Computed properties:
* E_HOMO: -0.3376 Ha

Geometry as XYZ:
```
13
Properties=species:S:1:pos:R:3:lowdin_charge:R:1
C -1.644 0.246 0.643 -0.206
C -0.864 0.029 -0.760 -0.347
C 0.200 -1.061 -0.625 -0.270
H 0.580 1.618 3.201 -0.091
H -2.702 -0.288 0.782 0.153
H -0.368 1.001 -1.125 0.129
H -0.071 -1.968 -0.133 0.110
H 3.689 -0.330 -0.762 0.099
N -1.162 0.799 1.709 -0.377
N 1.364 -1.157 -1.111 -0.371
F -1.754 -0.371 -1.707 -0.001
S 0.514 1.275 1.795 0.664
S 2.219 0.207 -1.907 0.508
```

=====

Stability, highest: entry a

=====

Entry a
ORCA calculation (ωB97M-V/def2-TZVPD) on a single C9H16OS molecule.

Computed properties:
* E_HOMO (alpha / beta): -0.2815 / -0.2608 Ha

Geometry as XYZ:
```
27
Properties=species:S:1:pos:R:3:lowdin_charge:R:1
C -0.857 1.396 0.449 -0.176
C -1.347 0.557 -0.722 -0.164
C 1.557 1.815 -0.240 -0.263
C 2.810 1.072 -0.373 -0.217
C 0.617 1.223 0.801 -0.413
C 1.103 -0.166 1.137 -0.223
C -1.477 -0.943 -0.304 -0.291
C -0.870 -2.029 -1.224 -0.068
C -2.253 -1.314 0.856 -0.114
O 2.993 -1.969 0.100 -0.539
S 2.049 -0.788 -0.146 0.940
H -1.073 2.488 0.206 0.139
H -1.303 0.904 1.441 0.147
H -2.368 0.825 -0.985 0.114
H -0.687 0.552 -1.574 0.096
H 1.853 2.801 0.124 0.129
H 1.152 1.726 -1.230 0.105
H 3.323 1.179 -1.346 0.100
H 3.497 1.165 0.440 0.079
H 0.681 1.874 1.718 0.150
H 0.452 -0.819 1.675 0.067
H -0.948 -1.708 -2.226 0.053
H -1.395 -3.051 -1.190 0.101
H 0.123 -2.238 -0.845 0.021
H -3.031 -2.158 0.575 0.127
H -2.848 -0.577 1.245 0.040
H -1.754 -1.815 1.638 0.062
```

=====

Entry b
ORCA calculation (ωB97M-V/def2-TZVPD) on a single C9H16OS molecule.

Computed properties:
* structure (SMILES): CC(C)C1=C(C(C)C)SCO1
* E_HOMO: -0.2671 Ha

Geometry as XYZ:
```
27
Properties=species:S:1:pos:R:3:lowdin_charge:R:1
C 0.558 -0.618 -0.021 -0.257
C -0.797 -0.257 -0.014 -0.470
C -0.524 -2.696 -0.639 -0.400
C 2.335 0.131 1.456 -0.037
C 2.728 -0.357 -1.030 -0.049
C -2.105 1.528 -1.072 -0.122
C -2.495 1.135 1.371 -0.067
C 1.740 0.232 0.024 -0.347
C -1.325 1.181 0.207 -0.372
O 0.655 -2.059 -0.151 -0.147
S -1.913 -1.572 -0.260 0.968
H -0.266 -2.787 -1.629 0.061
H -0.581 -3.672 -0.214 0.082
H 1.658 0.045 2.353 0.109
H 2.962 0.986 1.537 0.066
H 2.908 -0.712 1.487 0.035
H 2.056 -0.791 -1.865 0.110
H 3.158 -1.256 -0.589 0.069
H 3.516 0.354 -1.364 0.087
H -1.467 1.683 -2.012 0.105
H -2.748 2.353 -0.946 0.052
H -2.657 0.614 -1.325 0.035
H -2.079 0.419 2.118 0.073
H -3.491 0.749 0.885 0.097
H -2.664 2.205 1.609 0.070
H 1.415 1.245 -0.297 0.143
H -0.577 1.915 0.383 0.105
```

=====

Stability, highest: entry b